No. 1
Here is the ion C7H14N with charge +1 from OMol25. Energies are from ωB97M-V with the def2-TZVPD basis set.

Values from the calculation:
* orbital gap: 0.3477 Eh
* charge: +1
* SMILES: C=CCC(=C)CC[NH3+]
* energy above the lowest of the compared OMol25 structures with the same formula, charge and spin: 335.2 kJ/mol

```
22
Properties=species:S:1:pos:R:3:forces:R:3:nbo_charge:R:1
H 1.91396 -2.05390 1.56484 -0.1 3.2 1.2 0.261
H -1.91750 1.43151 -0.28415 0.2 0.1 -1.5 0.216
C -1.00925 -1.18489 0.60207 -0.3 -2.2 1.0 -0.552
H -2.36111 2.78474 -2.56841 -0.4 0.0 1.2 0.211
C -1.61016 2.01089 -2.41081 -1.9 1.3 0.8 -0.373
H -2.02785 -1.22912 0.48896 -2.5 1.3 -1.3 0.244
H -0.18484 -0.31641 1.95628 0.6 0.0 0.8 0.465
H 0.98489 0.82931 2.42123 -0.3 0.0 -0.9 0.426
H 1.80267 0.25515 -0.47795 0.1 -0.6 0.4 0.224
H 2.82332 -0.29833 1.74086 -0.8 -0.9 0.0 0.244
C 1.41178 -0.69313 -0.08748 0.1 1.4 5.0 -0.418
C -0.29050 0.24089 -1.37453 -2.9 0.6 1.1 -0.492
C 1.86972 -0.84329 1.54171 -0.8 -1.9 -2.0 -0.250
C -1.41808 1.31180 -1.28722 0.7 -0.6 -0.8 -0.206
N 0.75665 -0.17381 2.44218 1.8 1.1 -2.3 -0.729
H 0.82523 -0.23976 3.42444 -0.2 -1.6 1.6 0.438
H 0.59360 0.82727 -1.58085 0.1 -0.6 -0.6 0.226
H -0.58326 -0.53045 -2.08631 0.4 0.5 -0.9 0.261
H -1.20130 2.03981 -3.39612 1.4 -1.4 -0.2 0.218
H -0.96919 -2.02111 1.29438 1.7 0.0 0.5 0.232
H 1.91635 -1.49625 -0.52834 0.4 -1.3 -1.0 0.253
C -0.10542 -0.63656 -0.16109 2.8 1.4 -2.1 0.102
```
Forces are in eV/Å.

=====

No. 2
Here is the ion C4H10NOS with charge +1 from OMol25. Energies are from ωB97M-V with the def2-TZVPD basis set.

Values from the calculation:
* orbital gap: 0.3258 Eh
* charge: +1
* SMILES: [NH3+][C@H](C=O)CCS
* energy above the lowest of the compared OMol25 structures with the same formula, charge and spin: 160.7 kJ/mol

```
17
Properties=species:S:1:pos:R:3:forces:R:3:nbo_charge:R:1
C 0.29465 0.43646 -1.49042 -0.7 0.0 -0.1 0.417
H -2.04302 -0.05759 0.87340 0.3 -0.1 0.1 0.104
H 0.65097 1.65907 1.20724 -0.1 0.2 0.0 0.226
H 0.96959 -1.31940 1.39752 -0.5 0.1 0.1 0.227
H 1.95261 -0.19397 0.69518 1.1 0.7 -0.6 0.239
H 1.80041 -1.62356 -1.68996 0.0 0.2 0.1 0.456
H 0.06165 1.42754 -1.07786 0.0 0.0 0.0 0.172
S -1.55678 0.94554 1.61929 -0.4 0.1 -0.1 0.022
C 0.91756 -0.39482 0.80036 -1.0 -1.9 0.8 -0.434
O 0.52555 0.24668 -2.65150 0.3 0.0 0.0 -0.487
H 0.28023 -2.10959 -2.03429 0.1 -0.2 -0.2 0.459
H 1.02257 -2.67566 -0.65238 0.1 -0.2 0.0 0.445
C 0.23680 -0.73511 -0.50876 0.8 0.6 -0.7 -0.146
H 0.54507 0.65166 2.61907 0.1 -0.1 0.0 0.255
N 0.90457 -1.87125 -1.26403 -0.5 0.0 0.4 -0.668
C 0.24409 0.72138 1.57870 0.4 0.4 0.0 -0.539
H -0.80190 -1.04446 -0.38160 0.1 0.0 0.1 0.251
```
Forces are in eV/Å.

=====

For the records above, the corresponding HOMO level values read -12.77; -12.86 eV.